Record 1
105
Properties=species:S:1:pos:R:3 method="wB97M-V/def2-TZVPD" fmax_ev_per_a=3.5 de_lowest_ev=0.605 e_homo_ev=-7.576 charge=+1 orbital_gap_ev=2.700 multiplicity=1
C 0.199 -3.491 2.544
N 0.388 -2.220 3.218
C 0.985 -1.128 2.675
C 1.093 -0.103 3.650
C 1.737 1.127 3.475
C 1.717 2.151 4.503
C 0.507 2.537 5.141
C 0.510 3.400 6.237
C 1.724 3.885 6.748
C 2.927 3.557 6.104
C 2.921 2.746 4.971
C 0.523 -0.681 4.888
C 0.513 -0.319 6.229
C -0.100 -1.161 7.176
C -0.613 -2.415 6.805
C -0.506 -2.852 5.475
C 0.053 -1.974 4.551
H -0.349 -4.170 3.202
H -0.373 -3.350 1.620
H 1.166 -3.943 2.279
H 1.346 -1.135 1.649
H 2.543 1.150 2.740
H -0.436 2.122 4.775
H -0.436 3.688 6.705
H 1.728 4.526 7.633
H 3.874 3.948 6.488
H 3.854 2.500 4.458
H 0.987 0.608 6.547
H -0.172 -0.838 8.217
H -1.090 -3.053 7.552
H -0.848 -3.834 5.155
C -5.546 -0.858 -4.737
C -4.175 -0.835 -4.124
C -3.980 -1.363 -2.850
C -2.724 -1.337 -2.229
C -2.594 -1.917 -0.852
C -1.656 -0.754 -2.920
N -0.384 -0.644 -2.276
C 0.421 -1.719 -1.894
C 0.071 -3.121 -2.027
C 0.533 -3.968 -0.994
C 0.037 -5.265 -0.900
C -0.818 -5.757 -1.896
C -1.136 -4.972 -3.012
C -0.674 -3.662 -3.098
N 1.554 -1.296 -1.386
N 1.525 0.085 -1.475
C 2.757 0.781 -1.233
C 3.884 0.382 -1.970
C 3.886 -0.790 -2.895
C 5.036 1.168 -1.872
C 5.079 2.317 -1.080
C 6.296 3.194 -1.105
C 3.984 2.615 -0.266
C 2.822 1.837 -0.301
C 1.712 2.155 0.640
C 0.345 0.496 -1.979
C 0.040 1.911 -2.155
O 0.935 2.748 -1.901
C -1.340 2.358 -2.521
C -1.522 3.318 -3.628
C -2.379 1.999 -1.637
C -2.091 1.409 -0.375
C -3.114 1.029 0.486
C -4.449 1.230 0.128
C -4.759 1.822 -1.101
C -3.754 2.218 -1.968
C -1.800 -0.287 -4.229
C -0.638 0.235 -5.019
C -3.079 -0.297 -4.803
H -5.523 -0.435 -5.746
H -5.933 -1.884 -4.798
H -6.259 -0.278 -4.135
H -4.822 -1.803 -2.308
H -1.750 -1.485 -0.301
H -3.508 -1.712 -0.276
H -2.462 -3.011 -0.891
H 1.244 -3.563 -0.270
H 0.323 -5.891 -0.053
H -1.221 -6.768 -1.815
H -1.752 -5.378 -3.817
H -0.887 -3.046 -3.974
H 4.925 -1.022 -3.154
H 3.443 -1.675 -2.430
H 3.352 -0.583 -3.833
H 5.911 0.885 -2.462
H 6.076 4.172 -0.666
H 7.124 2.745 -0.542
H 6.647 3.343 -2.133
H 4.015 3.483 0.398
H 2.105 2.713 1.495
H 0.940 2.788 0.186
H 1.231 1.243 1.008
H -2.306 4.047 -3.377
H -0.580 3.857 -3.806
H -1.838 2.827 -4.565
H -1.039 1.304 -0.079
H -2.848 0.573 1.442
H -5.244 0.918 0.806
H -5.800 1.979 -1.387
H -3.992 2.684 -2.929
H -0.905 0.215 -6.085
H -0.400 1.277 -4.761
H 0.267 -0.375 -4.887
H -3.209 0.111 -5.810

=====

Record 2
9
Properties=species:S:1:pos:R:3 method="wB97M-V/def2-TZVPD" fmax_ev_per_a=0.8 de_lowest_ev=0.156 e_homo_ev=-13.883 charge=+1 orbital_gap_ev=9.756 multiplicity=1
N -1.543 0.409 -0.506
H -1.911 -0.322 0.116
H -1.821 1.348 -0.194
H -1.810 0.222 -1.464
H -0.516 0.369 -0.482
S 1.778 0.292 -0.134
S 1.273 -1.461 0.901
H 3.087 0.029 -0.328
H 1.462 -0.886 2.091

=====

Record 3
20
Properties=species:S:1:pos:R:3 method="wB97M-V/def2-TZVPD" fmax_ev_per_a=2.9 de_lowest_ev=1.878 e_homo_ev=-3.378 charge=-1 orbital_gap_ev=7.038 multiplicity=1
C 1.564 -0.226 -0.147
O 1.434 -1.372 0.524
C 0.434 0.844 0.037
C -0.754 0.756 -0.913
C -2.149 0.746 -0.280
C -0.656 1.995 -1.895
H 1.615 -0.340 -1.245
H 2.426 0.309 0.293
H 0.160 1.004 1.084
H 1.000 1.760 -0.170
H -0.689 -0.034 -1.666
H -2.876 0.396 -1.008
H -2.418 1.652 0.261
H -2.013 -0.009 0.505
H -0.310 2.823 -1.266
H 0.186 1.876 -2.579
H -1.616 2.275 -2.328
H 0.975 -2.086 1.201
H -0.278 -1.841 2.791
O 0.115 -2.494 2.207

=====

Record 4
106
Properties=species:S:1:pos:R:3 method="wB97M-V/def2-TZVPD" fmax_ev_per_a=11.8 de_lowest_ev=9.569 e_homo_ev=-8.717 orbital_gap_ev=8.653 multiplicity=1
C -2.085 3.076 1.458
O -1.609 2.175 2.453
H -2.523 3.860 1.983
H -2.875 2.550 0.899
H -1.417 3.517 0.736
H -1.213 1.459 1.956
C 3.213 -0.140 -3.695
O 2.093 0.629 -3.678
N 4.306 0.278 -4.186
N 3.250 -1.291 -3.042
H 4.189 1.075 -4.823
H 5.210 -0.163 -4.036
H 2.408 -1.623 -2.561
H 4.055 -1.926 -3.199
C -0.322 0.459 -0.482
O -1.402 0.521 -1.370
N 0.921 0.585 -0.964
N -0.357 0.209 0.777
H 0.995 0.703 -1.997
H 1.674 0.955 -0.475
H -1.202 -0.232 1.125
H 0.481 0.212 1.397
C -5.253 0.718 2.060
C -4.265 -0.223 1.445
C -4.285 -0.120 -0.069
O -3.068 -0.068 1.785
H -6.238 0.664 1.513
H -5.008 1.743 1.875
H -5.586 0.513 3.077
H -4.479 -1.273 1.709
H -5.249 -0.351 -0.473
H -3.579 -0.780 -0.613
H -4.076 0.860 -0.452
H -2.885 0.836 1.892
C -2.654 -3.104 0.863
C -3.581 -3.974 0.072
C -4.975 -3.443 -0.121
O -3.160 -4.308 -1.037
H -1.717 -3.686 0.912
H -2.953 -2.890 1.890
H -2.494 -2.146 0.352
H -3.649 -4.851 0.714
H -5.081 -2.854 -1.032
H -5.318 -2.784 0.618
H -5.723 -4.267 -0.093
H -2.531 -4.999 -0.910
C 2.686 3.119 -1.692
C 3.614 2.108 -1.008
C 4.987 2.777 -0.808
O 3.200 1.673 0.072
H 2.892 4.181 -1.508
H 1.688 2.911 -1.378
H 2.737 2.963 -2.782
H 3.664 1.214 -1.711
H 4.988 3.731 -0.278
H 5.331 2.919 -1.798
H 5.724 2.100 -0.413
H 3.751 0.946 0.334
C -2.564 -2.228 -3.253
C -1.645 -2.190 -4.498
C -0.620 -1.084 -4.331
O -1.008 -3.226 -4.788
H -1.866 -2.250 -2.411
H -3.226 -3.089 -3.298
H -3.178 -1.262 -3.339
H -2.261 -2.043 -5.357
H -1.092 -0.065 -4.403
H 0.083 -1.204 -5.148
H -0.104 -1.031 -3.381
H -1.561 -4.020 -4.698
C 1.155 3.697 2.062
C 2.619 4.153 1.956
C 2.835 5.398 2.813
O 3.446 3.307 2.305
H 0.465 4.380 1.747
H 0.832 3.610 3.104
H 0.968 2.718 1.587
H 2.922 4.263 0.983
H 2.578 5.330 3.829
H 2.268 6.282 2.532
H 3.881 5.763 2.789
H 3.411 2.586 1.677
C 0.464 -0.587 3.934
C 1.335 0.511 3.468
C 2.338 0.877 4.540
O 1.842 0.289 2.332
H 0.099 -0.352 4.948
H 1.006 -1.564 3.919
H -0.372 -0.752 3.334
H 0.633 1.340 3.350
H 2.967 0.049 4.836
H 1.853 1.192 5.438
H 3.064 1.580 4.203
H 2.755 0.281 2.536
C 0.316 -4.110 -1.390
C 0.476 -2.785 -0.747
C 1.139 -2.877 0.631
O 1.179 -2.065 -1.487
H 1.264 -4.461 -1.943
H -0.368 -3.925 -2.159
H -0.072 -4.871 -0.771
H -0.556 -2.465 -0.514
H 2.192 -3.281 0.533
H 0.573 -3.552 1.311
H 1.160 -1.889 1.077
H 1.110 -1.152 -1.112

=====

Record 5
144
Properties=species:S:1:pos:R:3 method="wB97M-V/def2-TZVPD" fmax_ev_per_a=3.0 de_lowest_ev=2.536 e_homo_ev=-9.173 orbital_gap_ev=9.399 multiplicity=1
C -8.825 -2.431 4.644
C -9.130 -3.907 4.914
C -8.440 -4.380 6.206
O -10.519 -4.055 5.131
H -7.749 -2.336 4.502
H -9.068 -1.755 5.464
H -9.243 -2.064 3.706
H -8.829 -4.489 4.043
H -8.654 -3.763 7.078
H -7.379 -4.542 6.015
H -8.838 -5.376 6.397
H -10.967 -3.900 4.296
C 2.081 -4.407 7.421
C 1.044 -5.552 7.289
C 0.750 -6.115 8.649
O -0.102 -5.002 6.737
H 2.420 -4.024 6.459
H 2.976 -4.700 7.970
H 1.656 -3.545 7.935
H 1.426 -6.310 6.606
H 0.267 -5.369 9.280
H 1.682 -6.436 9.116
H 0.087 -6.980 8.659
H -0.186 -5.301 5.829
C -6.424 -10.327 6.743
C -7.409 -9.217 6.631
C -6.909 -7.991 5.962
O -8.449 -9.702 5.825
H -5.642 -10.027 7.440
H -5.950 -10.650 5.815
H -6.865 -11.235 7.154
H -7.779 -9.045 7.642
H -7.682 -7.254 5.748
H -6.386 -8.235 5.038
H -6.135 -7.527 6.574
H -8.723 -10.526 6.234
C -3.158 -0.056 5.424
C -3.814 -0.813 4.294
C -5.062 -1.632 4.716
O -4.248 0.051 3.279
H -2.397 0.625 5.043
H -2.796 -0.750 6.183
H -3.894 0.635 5.834
H -3.093 -1.476 3.815
H -4.738 -2.542 5.220
H -5.668 -2.003 3.889
H -5.728 -1.056 5.358
H -3.465 0.542 3.020
C -3.440 0.791 9.113
C -3.618 2.196 9.764
C -2.522 3.166 9.342
O -4.789 2.741 9.252
H -4.381 0.255 9.244
H -2.620 0.261 9.597
H -3.169 0.905 8.064
H -3.660 2.104 10.849
H -2.597 3.281 8.261
H -1.528 2.773 9.555
H -2.666 4.093 9.898
H -5.444 2.039 9.277
C -3.506 -7.232 5.251
C -2.984 -8.013 4.062
C -3.967 -9.021 3.503
O -2.531 -7.094 3.064
H -3.580 -7.942 6.074
H -4.485 -6.805 5.034
H -2.817 -6.446 5.561
H -2.055 -8.486 4.380
H -4.270 -9.771 4.233
H -3.491 -9.612 2.720
H -4.860 -8.538 3.107
H -3.218 -7.018 2.398
C 1.090 -1.540 3.967
C 0.022 -0.909 4.832
C 0.393 -0.869 6.300
O -0.068 0.429 4.414
H 0.968 -1.491 2.885
H 1.258 -2.538 4.372
H 2.005 -1.003 4.221
H -0.935 -1.383 4.614
H -0.357 -0.468 6.982
H 1.358 -0.398 6.484
H 0.509 -1.877 6.697
H 0.710 0.845 4.792
C -2.096 -8.122 10.170
C -2.778 -8.204 8.795
C -3.237 -9.619 8.532
O -3.866 -7.262 8.701
H -1.278 -8.828 10.308
H -2.819 -8.306 10.965
H -1.720 -7.101 10.235
H -2.025 -8.003 8.032
H -2.514 -10.355 8.884
H -3.461 -9.851 7.491
H -4.119 -9.876 9.119
H -3.479 -6.430 8.418
C -4.684 -4.102 8.034
C -3.200 -3.963 7.830
C -2.599 -2.770 8.620
O -2.517 -5.173 8.188
H -5.050 -4.864 7.346
H -5.219 -3.182 7.801
H -4.996 -4.403 9.035
H -2.972 -3.751 6.785
H -2.734 -2.920 9.691
H -3.166 -1.871 8.378
H -1.522 -2.673 8.487
H -1.617 -5.061 7.873
C -7.613 1.352 6.912
C -7.748 0.526 8.225
C -7.329 -0.981 8.130
O -6.818 1.100 9.159
H -8.400 1.074 6.210
H -6.714 1.165 6.324
H -7.687 2.432 7.042
H -8.762 0.555 8.621
H -6.291 -1.169 7.854
H -8.027 -1.460 7.445
H -7.421 -1.469 9.100
H -6.922 0.650 10.000
C 2.002 0.749 9.698
C 0.487 0.573 9.966
C 0.177 -0.903 10.180
O 0.220 1.192 11.266
H 2.649 0.366 10.486
H 2.242 1.803 9.557
H 2.205 0.208 8.774
H -0.161 1.046 9.228
H 0.788 -1.420 10.920
H 0.249 -1.397 9.211
H -0.861 -1.047 10.483
H 0.696 0.602 11.855
C -7.419 -8.476 11.477
C -6.551 -7.920 10.415
C -7.256 -6.708 9.734
O -5.408 -7.409 10.924
H -6.974 -9.131 12.226
H -8.215 -9.088 11.051
H -7.812 -7.706 12.141
H -6.283 -8.669 9.670
H -6.712 -6.327 8.870
H -7.352 -5.850 10.399
H -8.291 -6.979 9.528
H -4.869 -7.206 10.156

=====

Record 6
44
Properties=species:S:1:pos:R:3 method="wB97M-V/def2-TZVPD" fmax_ev_per_a=2.1 de_lowest_ev=0.176 e_homo_ev="-7.847 / -7.754" orbital_gap_ev="6.078 / 6.010" multiplicity=1
Ru 0.057 -0.364 -0.164
Cl -0.633 2.985 1.611
C -1.357 1.509 2.151
C -1.077 0.325 1.485
C -1.724 -0.795 1.935
Cl -1.315 -2.215 0.967
C -2.603 -0.843 3.001
Cl -3.350 -2.320 3.468
C -2.849 0.354 3.669
Cl -3.920 0.369 5.015
C -2.227 1.536 3.242
Cl -2.562 3.006 4.076
C 2.740 -1.372 -3.799
C 1.935 -0.760 -2.691
S 0.926 -1.704 -1.755
C 1.993 0.609 -2.387
C 2.852 1.588 -3.147
S 1.068 1.214 -1.136
H 2.553 -2.441 -3.862
H 3.809 -1.223 -3.631
H 2.490 -0.924 -4.764
H 3.386 1.108 -3.964
H 3.586 2.045 -2.484
H 2.246 2.394 -3.562
Br 5.027 -1.537 4.262
C 3.647 -1.201 3.005
C 3.292 0.103 2.708
C 2.288 0.334 1.778
C 1.613 -0.705 1.131
C 2.010 -2.005 1.462
C 3.011 -2.263 2.389
H 3.797 0.928 3.193
H 2.028 1.364 1.559
H 1.532 -2.856 0.990
H 3.298 -3.280 2.621
C -5.044 1.154 -1.665
C -3.986 0.613 -2.627
C -2.745 0.289 -1.926
N -1.789 0.064 -1.339
H -5.934 1.434 -2.226
H -4.677 2.031 -1.135
H -5.321 0.402 -0.928
H -3.743 1.342 -3.401
H -4.329 -0.293 -3.129